{"formula": "C24H61AsF9N5O7", "method": "the ωB97M-V functional and the def2-TZVPD basis", "charge": -2, "symbols": ["C", "O", "O", "C", "F", "F", "F", "C", "C", "H", "H", "H", "H", "H", "H", "As", "F", "F", "F", "F", "F", "F", "C", "C", "C", "O", "C", "N", "H", "H", "H", "H", "H", "H", "H", "H", "H", "H", "H", "C", "C", "C", "O", "C", "N", "H", "H", "H", "H", "H", "H", "H", "H", "H", "H", "H", "C", "C", "C", "O", "C", "N", "H", "H", "H", "H", "H", "H", "H", "H", "H", "H", "H", "C", "C", "C", "O", "C", "N", "H", "H", "H", "H", "H", "H", "H", "H", "H", "H", "H", "C", "C", "C", "O", "C", "N", "H", "H", "H", "H", "H", "H", "H", "H", "H", "H", "H"], "positions_angstrom": [[-0.034, 2.971, -2.476], [0.498, 4.215, -2.333], [-0.801, 2.751, -1.312], [-0.757, 2.982, -3.851], [-1.298, 1.721, -4.111], [-1.753, 3.878, -3.851], [0.125, 3.358, -4.840], [1.979, 4.326, -2.295], [2.464, 5.719, -2.237], [2.189, 6.260, -3.142], [2.022, 6.118, -1.323], [3.546, 5.622, -2.146], [2.491, 4.052, -3.217], [2.270, 3.863, -1.352], [0.667, 2.142, -2.573], [0.097, -1.616, -1.055], [1.427, -2.049, 0.039], [-0.946, -2.819, -0.193], [-1.309, -1.242, -2.114], [1.063, -0.405, -1.885], [0.514, -2.946, -2.210], [-0.456, -0.375, 0.164], [2.748, -7.788, 3.851], [1.482, -7.158, 3.379], [1.468, -6.636, 1.851], [0.153, -6.405, 1.409], [0.204, -5.458, 0.323], [0.404, -8.093, 3.718], [3.577, -7.082, 3.796], [2.971, -8.679, 3.263], [2.601, -7.991, 4.911], [1.249, -6.266, 3.961], [1.942, -7.420, 1.259], [2.269, -5.897, 1.858], [0.800, -5.790, -0.527], [0.573, -4.491, 0.664], [-0.838, -5.311, 0.040], [-0.452, -7.576, 3.579], [0.362, -8.263, 4.713], [0.754, 3.758, 3.017], [1.090, 2.827, 1.899], [2.189, 1.702, 2.234], [1.707, 0.719, 3.130], [2.614, -0.289, 3.391], [-0.170, 2.121, 1.467], [1.756, 4.062, 3.318], [0.271, 3.329, 3.894], [0.185, 4.669, 2.830], [1.571, 3.489, 1.179], [3.125, 2.084, 2.642], [2.393, 1.231, 1.273], [2.532, -1.103, 2.671], [2.575, -0.893, 4.298], [3.653, 0.039, 3.411], [0.143, 1.434, 0.796], [-0.418, 1.558, 2.267], [-4.481, 1.448, -4.469], [-4.565, 1.928, -2.994], [-5.953, 1.844, -2.257], [-5.997, 2.430, -0.890], [-7.330, 2.364, -0.313], [-3.449, 1.506, -2.228], [-3.591, 1.881, -4.927], [-5.352, 1.876, -4.965], [-4.518, 0.366, -4.594], [-4.288, 2.981, -3.052], [-6.257, 0.797, -2.287], [-6.661, 2.495, -2.770], [-7.311, 1.628, 0.490], [-8.180, 2.227, -0.981], [-7.419, 3.276, 0.278], [-2.613, 1.578, -2.789], [-3.387, 0.503, -2.122], [4.790, -1.960, -2.300], [5.004, -0.869, -1.213], [4.966, 0.560, -1.649], [5.885, 0.780, -2.707], [5.736, 1.928, -3.500], [4.181, -1.271, -0.109], [3.781, -1.962, -2.711], [5.005, -2.991, -2.021], [5.454, -1.738, -3.136], [6.006, -0.981, -0.799], [5.244, 1.365, -0.969], [3.949, 0.769, -1.980], [5.850, 2.808, -2.866], [4.802, 1.996, -4.058], [6.418, 1.998, -4.346], [4.438, -2.129, 0.358], [3.261, -1.478, -0.471], [-4.806, 0.001, 0.833], [-3.880, 1.041, 1.559], [-3.287, 0.504, 2.927], [-2.041, 1.114, 3.158], [-1.536, 0.783, 4.376], [-2.852, 1.242, 0.549], [-4.320, -0.968, 0.948], [-4.798, -0.041, -0.256], [-5.813, -0.188, 1.204], [-4.376, 2.009, 1.621], [-2.983, -0.542, 2.885], [-3.995, 0.732, 3.724], [-1.256, -0.270, 4.405], [-2.359, 0.851, 5.087], [-0.734, 1.448, 4.694], [-2.451, 0.320, 0.453], [-3.403, 1.052, -0.275]], "lowdin_charge": [-0.544, -0.086, -0.213, -0.494, 0.059, 0.127, 0.080, -0.255, -0.120, 0.075, 0.077, 0.068, 0.103, 0.114, 0.118, 0.921, -0.288, -0.310, -0.290, -0.256, -0.310, -0.275, -0.092, -0.439, -0.208, -0.175, -0.091, 0.014, 0.076, 0.080, 0.071, 0.126, 0.111, 0.120, 0.089, 0.068, 0.085, 0.061, 0.054, -0.092, -0.366, -0.173, -0.180, -0.155, 0.076, 0.061, 0.055, 0.074, 0.118, 0.103, 0.113, 0.074, 0.070, 0.074, 0.028, 0.022, -0.058, -0.421, -0.139, -0.201, -0.114, 0.051, 0.060, 0.055, 0.071, 0.130, 0.112, 0.104, 0.060, 0.074, 0.074, 0.042, 0.072, -0.051, -0.431, -0.187, -0.204, -0.124, 0.039, 0.077, 0.068, 0.057, 0.127, 0.128, 0.127, 0.080, 0.083, 0.075, 0.072, 0.027, -0.081, -0.347, -0.161, -0.223, -0.153, 0.061, 0.067, 0.056, 0.050, 0.124, 0.124, 0.109, 0.091, 0.071, 0.080, 0.047, -0.001]}

---

{"formula": "C24H61B2N11O5P2", "method": "the ωB97M-V functional and the def2-TZVPD basis", "smiles": "CCN[C@](C#N)(B(O)N(C)C)[C@@](C#N)(CCCCN)B(O)O.CN(C)P(=O)(N(C)C)N(C)C.CN(C)P(=O)(N(C)C)N(C)C", "symbols": ["C", "C", "N", "C", "C", "N", "B", "O", "N", "C", "C", "C", "C", "N", "C", "C", "C", "C", "N", "B", "O", "O", "H", "H", "H", "H", "H", "H", "H", "H", "H", "H", "H", "H", "H", "H", "H", "H", "H", "H", "H", "H", "H", "H", "H", "H", "H", "O", "P", "N", "C", "C", "N", "C", "C", "N", "C", "C", "H", "H", "H", "H", "H", "H", "H", "H", "H", "H", "H", "H", "H", "H", "H", "H", "H", "H", "O", "P", "N", "C", "C", "N", "C", "C", "N", "C", "C", "H", "H", "H", "H", "H", "H", "H", "H", "H", "H", "H", "H", "H", "H", "H", "H", "H", "H"], "positions_angstrom": [[-0.826, -4.747, 5.743], [-0.088, -4.524, 4.415], [1.169, -3.788, 4.492], [1.103, -2.454, 5.067], [1.230, -2.444, 6.544], [1.383, -2.715, 7.653], [-0.206, -1.583, 4.657], [-0.567, -1.355, 3.345], [-1.029, -1.072, 5.750], [-2.425, -0.923, 5.308], [-0.582, 0.261, 6.199], [2.400, -1.690, 4.528], [2.187, -0.261, 4.339], [2.099, 0.883, 4.241], [3.676, -1.952, 5.374], [4.019, -0.842, 6.391], [5.098, 0.132, 5.894], [4.932, 1.555, 6.447], [6.176, 2.257, 6.745], [2.635, -2.338, 3.057], [1.947, -1.851, 1.982], [3.527, -3.383, 2.880], [-0.136, -5.223, 6.439], [-1.202, -3.813, 6.156], [-1.638, -5.449, 5.553], [0.176, -5.522, 4.057], [-0.752, -4.135, 3.640], [1.847, -4.355, 4.988], [-1.155, -2.050, 3.031], [-2.559, -0.040, 4.675], [-3.056, -0.765, 6.185], [-2.786, -1.815, 4.799], [-0.446, 0.955, 5.364], [-1.335, 0.700, 6.855], [0.348, 0.210, 6.764], [4.509, -1.965, 4.670], [3.673, -2.937, 5.835], [3.127, -0.333, 6.756], [4.428, -1.360, 7.260], [5.168, 0.118, 4.804], [6.058, -0.237, 6.264], [4.343, 1.485, 7.365], [4.361, 2.170, 5.752], [6.891, 1.635, 7.094], [6.532, 2.766, 5.951], [1.647, -2.617, 1.472], [4.100, -3.209, 2.127], [1.101, -2.372, -1.066], [0.812, -1.791, -2.405], [-0.866, -1.502, -2.359], [-1.680, -1.179, -3.511], [-1.352, -0.787, -1.179], [1.155, -3.136, -3.430], [0.143, -3.712, -4.295], [1.990, -4.176, -2.843], [1.214, -0.639, -3.617], [2.476, -0.857, -4.353], [1.275, 0.735, -3.050], [-1.526, -0.153, -3.867], [-2.737, -1.288, -3.256], [-1.517, -1.847, -4.350], [-1.259, 0.301, -1.284], [-0.802, -1.087, -0.289], [-2.405, -1.021, -1.007], [-0.742, -4.056, -3.745], [0.562, -4.564, -4.833], [-0.161, -3.005, -5.069], [1.426, -4.859, -2.196], [2.795, -3.744, -2.253], [2.453, -4.761, -3.643], [3.335, -0.991, -3.690], [2.664, 0.009, -4.988], [2.403, -1.720, -5.006], [2.075, 0.840, -2.312], [0.332, 0.998, -2.570], [1.436, 1.459, -3.846], [-1.784, 3.219, -3.874], [-2.885, 3.707, -4.753], [-2.497, 3.045, -6.277], [-3.103, 3.421, -7.539], [-2.178, 1.623, -6.267], [-2.598, 5.403, -4.741], [-2.323, 6.134, -5.964], [-1.776, 5.895, -3.641], [-4.578, 3.897, -5.001], [-5.270, 4.887, -4.149], [-5.287, 2.606, -4.824], [-4.121, 3.027, -7.670], [-2.491, 3.031, -8.355], [-3.142, 4.495, -7.679], [-3.080, 0.996, -6.322], [-1.643, 1.359, -5.358], [-1.533, 1.363, -7.109], [-1.446, 5.751, -6.501], [-2.145, 7.185, -5.730], [-3.189, 6.129, -6.629], [-0.703, 5.750, -3.817], [-2.032, 5.399, -2.709], [-1.964, 6.963, -3.502], [-5.079, 4.736, -3.084], [-6.344, 4.805, -4.321], [-4.982, 5.898, -4.415], [-5.211, 2.228, -3.800], [-4.881, 1.849, -5.497], [-6.340, 2.723, -5.074]], "lowdin_charge": [-0.067, -0.236, 0.030, -0.265, -0.185, 0.211, -0.565, 0.172, -0.095, -0.085, -0.069, -0.216, -0.177, 0.238, -0.127, -0.198, -0.199, -0.291, -0.018, -0.644, 0.182, 0.155, 0.079, 0.064, 0.076, 0.119, 0.108, 0.140, 0.110, 0.093, 0.091, 0.084, 0.085, 0.089, 0.082, 0.109, 0.122, 0.097, 0.113, 0.106, 0.102, 0.102, 0.103, 0.054, 0.056, 0.106, 0.115, -0.288, 0.639, -0.292, -0.125, -0.122, -0.327, -0.137, -0.143, -0.275, -0.121, -0.110, 0.060, 0.087, 0.049, 0.076, 0.068, 0.080, 0.087, 0.079, 0.065, 0.082, 0.068, 0.078, 0.086, 0.079, 0.070, 0.088, 0.061, 0.083, -0.298, 0.632, -0.295, -0.128, -0.135, -0.329, -0.135, -0.139, -0.279, -0.120, -0.122, 0.082, 0.085, 0.047, 0.074, 0.042, 0.085, 0.087, 0.079, 0.066, 0.084, 0.070, 0.079, 0.088, 0.079, 0.072, 0.087, 0.059, 0.081]}

---

Computed values of energy relative to the best compared isomer or geometry (same formula, charge and spin) (unit: kcal per mole) for the preceding records, in sequence: 30.5, 0.0.
Computed values of orbital gap (unit: eV) for the preceding records, in sequence: 4.469, 8.944.